Below is 3 unconnected molecules or ions with the total composition C6H9NO at a distorted geometry, with properties calculated with ωB97M-V/def2-TZVPD.

HOMO energy = -8.513 eV
Lowest unoccupied orbital energy = -0.97 eV
Orbital gap = 7.55 eV
Energy relative to the best compared isomer or geometry (same formula, charge and spin) = 225.7 kcal/mol

Each line ends with the Mulliken charge.
Positions of all 17 atoms, in Å:
C1 0.764 -0.185 -0.162  0.789
C2 1.033 0.849 0.925  -1.234
C3 0.548 1.291 -0.399  -0.209
C4 -1.633 0.334 -0.441  -0.126
C5 -1.759 -0.817 0.668  -0.719
C6 -0.677 -0.767 -0.338  -0.002
H1 2.711 -1.016 0.637  0.316
H2 2.012 -0.809 -2.127  0.229
H3 0.547 1.199 1.811  0.260
H4 2.012 1.138 1.182  0.385
H5 1.060 1.940 -0.967  0.513
H6 -2.430 0.121 -1.269  0.248
H7 -2.700 -1.406 0.427  0.266
H8 -1.501 -0.668 1.783  0.203
H9 -0.871 -1.701 -0.948  0.303
N1 1.786 -1.050 -0.385  -0.789
O1 -0.904 1.546 -0.399  -0.432

Atoms 1-2, force components in eV/Å:
C -2.529 0.759 1.984
C -0.956 1.164 0.455

***

Below is 3 unconnected molecules or ions with the total composition C6H9NO at a distorted geometry, with properties calculated with ωB97M-V/def2-TZVPD.

HOMO energy (alpha / beta) = -6.762 / -6.880 eV
Lowest unoccupied orbital energy (alpha / beta) = 0.57 / 0.85 eV
Orbital gap (alpha / beta) = 7.33 / 7.73 eV
Energy relative to the best compared isomer or geometry (same formula, charge and spin) = 167.0 kcal/mol

Each line ends with the Mulliken charge.
Positions of all 17 atoms, in Å:
C1 2.042 2.210 0.185  -1.190
C2 0.051 -1.667 -1.112  -1.170
C3 1.761 0.845 -0.416  0.525
C4 -0.263 -0.481 -0.340  0.286
C5 -0.728 0.446 0.309  -0.128
C6 -2.642 -0.886 0.605  -0.173
N1 -2.963 -1.434 1.676  -0.534
O1 2.558 0.218 -1.046  -0.449
H1 -2.233 -1.463 2.395  0.248
H2 -0.928 1.310 0.898  0.428
H3 -3.362 -0.815 -0.225  0.293
H4 3.066 2.532 -0.028  0.351
H5 1.880 2.160 1.263  0.296
H6 1.330 2.929 -0.227  0.296
H7 1.086 -1.587 -1.459  0.313
H8 -0.608 -1.753 -1.978  0.297
H9 -0.047 -2.565 -0.501  0.310

Atoms 1-2, force components in eV/Å:
C -0.148 -0.029 0.047
C 0.197 -0.010 -0.032

***

Below is a molecular structure, C6H9NO at a distorted geometry, with properties calculated with ωB97M-V/def2-TZVPD.

HOMO energy (alpha / beta) = -8.937 / -8.937 eV
Lowest unoccupied orbital energy (alpha / beta) = -0.81 / -0.81 eV
Orbital gap (alpha / beta) = 8.12 / 8.12 eV
Energy relative to the best compared isomer or geometry (same formula, charge and spin) = 125.5 kcal/mol

Each line ends with the Mulliken charge.
Positions of all 17 atoms, in Å:
C1 -0.450 -0.930 -0.127  0.336
C2 -0.557 -0.202 1.088  -0.743
C3 0.698 -1.918 -0.233  -1.460
C4 -0.423 0.052 -1.726  0.385
N1 -0.645 1.289 -1.457  -0.554
C5 0.178 1.695 1.008  -0.579
C6 0.781 2.326 1.851  -0.018
O1 -0.183 -0.668 -2.656  -0.566
H1 -1.422 -1.326 -0.429  0.308
H2 -0.269 1.658 -0.188  0.413
H3 -0.534 1.925 -2.239  0.223
H4 0.107 -0.454 1.903  0.384
H5 -1.531 0.165 1.387  0.357
H6 0.559 -2.752 0.459  0.352
H7 1.647 -1.431 0.003  0.342
H8 0.761 -2.320 -1.242  0.396
H9 1.284 2.890 2.599  0.424

Atoms 1-2, force components in eV/Å:
C 0.212 0.504 -1.489
C 0.139 1.141 0.138

***

Below is C6H9NO in the gas phase at a distorted geometry, with properties calculated with ωB97M-V/def2-TZVPD.

HOMO energy = -9.172 eV
Lowest unoccupied orbital energy = 0.91 eV
SMILES string = O=C1CCN[C@H]2C[C@H]12
Orbital gap = 10.08 eV
Energy relative to the best compared isomer or geometry (same formula, charge and spin) = 73.5 kcal/mol

Each line ends with the Mulliken charge.
Positions of all 17 atoms, in Å:
O1 1.915 -1.192 0.984  -0.546
C1 0.937 -0.569 0.887  0.278
C2 -0.500 -1.258 0.781  -0.659
C3 -1.259 -0.979 -0.521  -0.601
N1 -1.005 0.375 -1.187  -0.437
C4 0.362 0.672 -0.807  0.019
C5 1.224 1.804 -0.372  -0.776
C6 0.688 0.802 0.662  -0.065
H1 -1.026 -0.909 1.621  0.380
H2 -0.458 -2.383 0.944  0.331
H3 -0.964 -1.864 -1.114  0.283
H4 -2.287 -1.246 -0.303  0.357
H5 -1.585 1.032 -0.654  0.357
H6 0.964 -0.056 -1.395  0.226
H7 2.304 1.824 -0.550  0.254
H8 0.913 2.827 -0.178  0.281
H9 -0.224 1.120 1.203  0.318

Atoms 1-2, force components in eV/Å:
O 3.731 -1.868 0.298
C -3.606 -1.425 0.309

***

Below is a molecular structure, C6H9NO at a distorted geometry, with properties calculated with ωB97M-V/def2-TZVPD.

HOMO energy = -9.021 eV
Lowest unoccupied orbital energy = 0.87 eV
Orbital gap = 9.89 eV
Energy relative to the best compared isomer or geometry (same formula, charge and spin) = 80.3 kcal/mol

Each line ends with the Mulliken charge.
Positions of all 17 atoms, in Å:
C1 1.505 -0.031 0.322  -0.150
C2 0.542 0.865 -0.481  -0.546
C3 -0.867 1.017 -0.009  0.065
C4 -1.114 -0.160 1.015  -0.974
C5 -0.873 -0.988 -0.237  -0.146
C6 0.559 -0.624 -0.667  -0.378
H1 3.516 0.119 0.369  0.305
H2 1.343 -0.254 1.328  0.326
H3 1.002 1.648 -1.015  0.484
H4 -1.317 2.006 0.264  0.423
H5 -2.198 -0.129 1.227  0.285
H6 -0.526 -0.391 1.843  0.317
H7 -1.216 -1.983 -0.480  0.459
H8 -2.546 -0.022 -0.717  0.290
H9 0.978 -1.170 -1.509  0.428
N1 -1.597 0.129 -1.021  -0.660
O1 2.807 -0.031 -0.232  -0.527

Atoms 1-2, force components in eV/Å:
C -0.225 0.242 -2.119
C 0.560 -0.428 1.330

***

Below is C6H9NO in the gas phase at a distorted geometry, with properties calculated with ωB97M-V/def2-TZVPD.

HOMO energy = -8.586 eV
Lowest unoccupied orbital energy = 0.88 eV
SMILES string = N[C@]12CC=C[C@@H]1OC2
Orbital gap = 9.47 eV
Energy relative to the best compared isomer or geometry (same formula, charge and spin) = 190.3 kcal/mol

Each line ends with the Mulliken charge.
Positions of all 17 atoms, in Å:
N1 0.132 1.458 0.278  -0.813
C1 -0.404 0.252 -0.461  0.122
C2 -1.355 -0.174 0.648  -0.555
C3 -0.378 -0.694 1.500  -0.197
C4 0.922 -0.935 1.100  -0.672
C5 0.815 -0.777 -0.466  0.267
O1 1.357 -0.007 -1.742  -0.394
C6 0.181 0.706 -1.935  -0.462
H1 0.497 1.550 1.217  0.358
H2 1.113 1.419 -0.167  0.344
H3 -1.686 0.832 1.255  0.324
H4 -2.158 -0.926 0.445  0.336
H5 -0.957 -0.831 2.463  0.310
H6 1.615 -1.866 1.642  0.257
H7 0.604 -2.056 -0.785  0.228
H8 0.239 1.868 -2.239  0.275
H9 -0.537 0.181 -2.752  0.274

Atoms 1-2, force components in eV/Å:
N 3.916 1.807 -3.124
C 2.855 1.744 0.339

***

Below is 2 unconnected molecules or ions with the total composition C6H9NO at a distorted geometry, with properties calculated with ωB97M-V/def2-TZVPD.

HOMO energy (alpha / beta) = -8.737 / -6.972 eV
Lowest unoccupied orbital energy (alpha / beta) = -0.04 / -1.19 eV
Orbital gap (alpha / beta) = 8.69 / 5.79 eV
Energy relative to the best compared isomer or geometry (same formula, charge and spin) = 141.2 kcal/mol

Each line ends with the Mulliken charge.
Positions of all 17 atoms, in Å:
C1 2.288 0.932 -0.221  0.707
C2 1.414 -1.170 1.078  -0.622
C3 1.810 -0.039 0.558  -0.170
C4 -1.330 -1.161 -1.541  -1.006
C5 -0.860 1.371 1.189  -0.465
C6 -0.924 0.112 -0.808  -0.184
N1 2.640 1.781 -0.965  -0.515
O1 -1.419 0.245 0.483  -0.346
H1 0.402 -1.549 1.015  0.238
H2 2.080 -1.761 1.668  0.281
H3 -1.971 -1.815 -0.923  0.294
H4 -1.756 -0.830 -2.485  0.353
H5 -0.374 -1.690 -1.869  0.233
H6 -0.785 2.231 0.480  0.288
H7 0.261 1.038 1.322  0.145
H8 -1.398 1.524 2.097  0.276
H9 -0.077 0.781 -1.076  0.493

Atoms 1-2, force components in eV/Å:
C 0.666 1.520 -1.042
C 0.262 0.573 -0.014

***

Below is a molecular structure, C6H9NO at a distorted geometry, with properties calculated with ωB97M-V/def2-TZVPD.

HOMO energy = -8.555 eV
Lowest unoccupied orbital energy = 0.95 eV
Orbital gap = 9.51 eV
Energy relative to the best compared isomer or geometry (same formula, charge and spin) = 131.9 kcal/mol

Each line ends with the Mulliken charge.
Positions of all 17 atoms, in Å:
C1 1.094 1.871 -0.689  -1.809
C2 0.400 0.598 -0.445  0.727
C3 -0.196 -0.353 -1.637  -0.828
C4 -0.082 -1.255 -0.401  0.106
C5 -1.255 -0.817 0.631  -0.668
C6 -0.694 0.533 0.677  -0.016
H1 2.014 1.757 -1.278  0.381
H2 1.509 2.336 0.036  0.614
H3 0.392 2.574 -1.090  0.351
H4 -1.155 -0.088 -2.068  0.298
H5 0.552 -0.567 -2.319  0.332
H6 0.100 -2.349 -0.670  0.443
H7 -2.245 -1.031 0.639  0.493
H8 -0.921 -0.068 2.902  0.280
H9 -1.133 1.609 0.801  0.339
N1 -0.495 -0.382 1.841  -0.549
O1 1.094 -0.621 0.168  -0.495

Atoms 1-2, force components in eV/Å:
C -0.733 -2.584 -4.575
C -0.347 -2.142 1.639

***

Below is C6H9NO in the gas phase at a distorted geometry, with properties calculated with ωB97M-V/def2-TZVPD.

HOMO energy = -8.439 eV
Lowest unoccupied orbital energy = 0.54 eV
SMILES string = C/C=C(\O)[C@H](C)C#N
Orbital gap = 8.97 eV
Energy relative to the best compared isomer or geometry (same formula, charge and spin) = 40.6 kcal/mol

Each line ends with the Mulliken charge.
Positions of all 17 atoms, in Å:
C1 -2.463 -1.053 0.231  -1.213
C2 -1.180 -0.439 0.690  -0.233
C3 -0.370 0.278 -0.126  0.188
O1 -0.611 0.358 -1.455  -0.545
C4 1.010 0.590 0.411  0.744
C5 2.022 1.134 -0.588  -1.787
C6 1.301 -0.814 0.822  0.266
N1 1.815 -1.839 0.994  -0.529
H1 -2.535 -1.033 -0.852  0.299
H2 -2.540 -2.089 0.560  0.326
H3 -3.312 -0.511 0.646  0.277
H4 -1.076 -0.316 1.762  0.317
H5 0.149 0.730 -1.917  0.358
H6 0.926 1.201 1.314  0.276
H7 1.656 2.049 -1.060  0.416
H8 2.251 0.395 -1.357  0.443
H9 2.955 1.359 -0.074  0.396

Atoms 1-2, force components in eV/Å:
C 0.053 0.009 -0.052
C -0.870 1.727 -1.031

***

Below is C6H9NO in the gas phase at a distorted geometry, with properties calculated with ωB97M-V/def2-TZVPD.

HOMO energy = -7.924 eV
Lowest unoccupied orbital energy = 0.76 eV
SMILES string = O[C@]12C[C@H]3CN3[C@@H]1C2
Orbital gap = 8.69 eV
Energy relative to the best compared isomer or geometry (same formula, charge and spin) = 221.7 kcal/mol

Each line ends with the Mulliken charge.
Positions of all 17 atoms, in Å:
O1 -1.363 0.745 -1.032  -0.530
C1 -0.928 0.165 0.224  0.288
C2 0.066 1.178 0.819  -0.283
C3 1.071 0.742 -0.306  0.018
C4 2.133 -0.370 -0.125  -0.524
N1 0.875 -0.764 -0.851  -0.530
C5 -0.153 -1.052 0.095  0.078
C6 -1.628 -1.208 -0.023  -1.002
H1 -1.867 1.564 -0.533  0.332
H2 0.443 0.726 1.888  0.251
H3 -0.589 2.192 0.667  0.233
H4 1.296 1.425 -1.349  0.182
H5 2.759 -0.223 -1.121  0.230
H6 2.403 -1.000 0.613  0.438
H7 0.117 -1.506 1.018  0.256
H8 -2.607 -0.763 -0.674  0.256
H9 -2.030 -1.851 0.691  0.308

Atoms 1-2, force components in eV/Å:
O -0.801 4.443 2.116
C -1.687 -0.987 1.188

***

Below is C6H9NO in the gas phase at a distorted geometry, with properties calculated with ωB97M-V/def2-TZVPD.

HOMO energy = -9.543 eV
Lowest unoccupied orbital energy = 0.84 eV
SMILES string = C1[C@@H]2O[C@H]2C[C@H]2N[C@H]12
Orbital gap = 10.38 eV
Energy relative to the best compared isomer or geometry (same formula, charge and spin) = 209.0 kcal/mol

Each line ends with the Mulliken charge.
Positions of all 17 atoms, in Å:
C1 -0.338 -1.638 -0.270  -0.654
C2 -1.373 -0.612 0.446  -0.123
O1 -2.518 0.019 -0.181  -0.462
C3 -1.072 0.653 -0.387  -0.141
C4 -0.061 1.618 0.216  -0.654
C5 1.066 0.447 -0.435  -0.255
N1 2.294 -0.292 -0.132  -0.671
C6 0.979 -0.786 0.223  0.105
H1 -0.745 -1.624 -1.352  0.266
H2 -0.305 -2.562 0.089  0.431
H3 -1.688 -0.616 1.586  0.320
H4 -0.834 0.628 -1.398  0.440
H5 0.217 1.958 1.190  0.328
H6 0.130 2.772 -0.234  0.243
H7 1.079 0.432 -1.580  0.307
H8 2.587 0.080 0.889  0.344
H9 0.584 -0.478 1.331  0.177

Atoms 1-2, force components in eV/Å:
C -0.773 4.145 -0.961
C -0.138 0.734 -1.271

***

Below is a molecular structure, C6H9NO at a distorted geometry, with properties calculated with ωB97M-V/def2-TZVPD.

HOMO energy (alpha / beta) = -6.792 / -6.788 eV
Lowest unoccupied orbital energy (alpha / beta) = -0.02 / -0.02 eV
Orbital gap (alpha / beta) = 6.77 / 6.76 eV
Energy relative to the best compared isomer or geometry (same formula, charge and spin) = 112.7 kcal/mol

Each line ends with the Mulliken charge.
Positions of all 17 atoms, in Å:
C1 1.911 -0.648 0.106  -1.226
C2 -1.480 -0.270 1.062  -1.610
C3 -1.431 0.779 -1.292  0.140
C4 0.632 -0.668 -0.652  0.463
C5 -0.647 0.552 0.095  1.238
C6 -0.108 1.768 0.498  -1.313
N1 0.222 -1.468 -1.515  -0.548
O1 -1.519 0.836 -2.432  -0.263
H1 0.871 -2.204 -1.811  0.257
H2 2.026 -1.552 0.709  0.294
H3 1.918 0.215 0.785  0.359
H4 2.747 -0.581 -0.594  0.371
H5 -0.932 -0.381 1.998  0.381
H6 -1.692 -1.254 0.648  0.444
H7 -2.421 0.245 1.258  0.381
H8 -0.611 2.281 1.305  0.272
H9 0.513 2.349 -0.168  0.362

Atoms 1-2, force components in eV/Å:
C 0.180 0.612 0.342
C -0.220 0.244 -0.460

***

Below is C6H9NO in the gas phase at a distorted geometry, with properties calculated with ωB97M-V/def2-TZVPD.

HOMO energy (alpha / beta) = -7.852 / -9.569 eV
Lowest unoccupied orbital energy (alpha / beta) = -0.71 / 0.21 eV
Orbital gap (alpha / beta) = 7.14 / 9.78 eV
Energy relative to the best compared isomer or geometry (same formula, charge and spin) = 92.3 kcal/mol

Each line ends with the Mulliken charge.
Positions of all 17 atoms, in Å:
C1 -0.109 1.183 1.119  -0.619
C2 -0.859 1.294 -0.205  -0.830
C3 0.048 -0.313 1.331  0.394
C4 -0.281 0.146 -1.057  0.257
C5 -0.233 -1.101 -0.032  0.088
C6 0.813 -1.990 -0.418  -1.087
N1 1.035 0.308 -1.523  -0.726
O1 0.247 -0.882 2.360  -0.534
H1 1.448 1.152 -1.124  0.250
H2 0.882 1.641 1.079  0.264
H3 -0.621 1.599 1.987  0.370
H4 -0.727 2.257 -0.698  0.363
H5 -1.931 1.145 -0.045  0.347
H6 -0.959 -0.155 -1.865  0.406
H7 -1.163 -1.642 0.224  0.365
H8 1.461 -1.709 -1.234  0.343
H9 0.949 -2.932 0.101  0.349

Atoms 1-2, force components in eV/Å:
C -0.078 -0.128 0.145
C 0.197 -0.036 -0.099

***

Below is 2 unconnected molecules or ions with the total composition C6H9NO at a distorted geometry, with properties calculated with ωB97M-V/def2-TZVPD.

HOMO energy (alpha / beta) = -7.179 / -7.345 eV
Lowest unoccupied orbital energy (alpha / beta) = 0.10 / 0.73 eV
Orbital gap (alpha / beta) = 7.28 / 8.07 eV
Energy relative to the best compared isomer or geometry (same formula, charge and spin) = 158.7 kcal/mol

Each line ends with the Mulliken charge.
Positions of all 17 atoms, in Å:
C1 3.266 -0.335 0.209  -0.298
C2 2.900 -1.287 -0.373  -0.488
C3 -0.728 -1.677 1.703  -0.373
C4 -1.540 1.395 -1.949  -1.095
C5 -1.146 0.561 -0.786  0.020
C6 -0.193 0.686 1.454  0.024
N1 -0.127 -0.550 1.905  -0.413
O1 -0.634 1.142 0.251  -0.254
H1 3.467 0.559 0.716  0.389
H2 -0.443 -2.558 2.338  0.226
H3 -1.425 -1.819 0.929  0.242
H4 -1.905 2.396 -1.619  0.266
H5 -0.635 1.514 -2.518  0.282
H6 -2.134 0.906 -2.589  0.404
H7 2.632 -2.160 -0.880  0.398
H8 -1.594 -0.371 -0.633  0.269
H9 0.237 1.598 1.841  0.402

Atoms 1-2, force components in eV/Å:
C 0.239 1.589 0.844
C -0.329 -1.453 -0.832

***

Which E_tot belongs to each record? In order, -9895.815 -9898.361 -9900.161 -9902.415 -9902.121 -9897.350 -9899.483 -9899.884 -9903.843 -9895.990 -9896.542 -9900.718 -9901.601 -9898.723 eV.